Here is a single C6H13NO molecule in a non-equilibrium geometry from the OMol25 dataset. Energies are from ωB97M-V/def2-TZVPD.

Element x y z (Å)
O  -1.283  -1.876  -1.678
N  -1.265  0.582  0.847
C  1.620  -0.421  0.399
C  0.731  -0.005  -0.785
C  1.191  1.285  -1.490
C  -1.008  -0.295  1.997
C  -1.563  -1.125  -0.781
C  -0.773  0.145  -0.460
H  -1.711  0.026  2.768
H  2.579  -0.696  -0.038
H  0.796  -0.827  -1.498
H  1.512  0.293  1.207
H  -1.366  -1.313  1.821
H  0.846  1.310  -2.531
H  -2.467  -1.272  -0.144
H  0.033  -0.371  2.306
H  0.652  2.132  -1.048
H  1.356  -1.441  0.724
H  -1.200  0.819  -1.213
H  -0.915  1.491  1.103
H  2.235  1.559  -1.508

## Properties
**E_LUMO**: 0.88 eV
**Orbital gap**: 10.1 eV
**SMILES**: CN[C@H](C=O)C(C)C
**HOMO**: -9.192 eV
**Energy relative to the best compared isomer or geometry (same formula, charge and spin)**: 44.0 kcal/mol